(1)
Here is a structure of composition C13H21ClF9FeO3P2 from OMol25. Energies are from the ωB97M-V functional and the def2-TZVPD basis.

Positions of all 50 atoms, in Å:
C1 -2.43 2.36 -3.28
C2 -1.80 1.41 -2.37
H1 -3.51 2.07 -3.25
H2 -1.88 1.97 -4.19
H3 -2.11 3.40 -3.03
O1 -1.93 0.49 -1.52
Cl1 -0.14 1.75 -2.62
Fe1 1.01 -0.17 0.60
P1 0.58 -1.68 -1.38
C3 -0.26 -3.30 -1.11
C4 0.29 -1.46 -3.15
H4 0.71 -2.30 -3.71
H5 2.66 -2.58 -2.04
H6 0.75 -0.52 -3.47
H7 2.85 -0.91 -1.42
H8 -1.35 -3.10 -1.19
H9 -0.79 -1.40 -3.34
C5 2.40 -1.89 -1.24
H10 0.03 -4.01 -1.89
H11 2.72 -2.27 -0.26
H12 -0.04 -3.67 -0.11
P2 -0.42 1.69 1.41
C6 -1.58 1.36 2.79
C7 1.24 2.15 2.02
H13 -0.40 3.56 -0.11
H14 -1.18 3.94 1.47
H15 -2.05 2.98 0.24
C8 -1.07 3.20 0.67
H16 1.93 2.28 1.17
H17 1.11 3.11 2.53
H18 -1.80 2.27 3.37
H19 -1.17 0.58 3.43
H20 1.66 1.41 2.71
H21 -2.52 1.00 2.35
C9 -0.52 -1.35 1.34
O2 -1.25 -2.03 1.95
F1 1.47 -0.21 4.56
C10 1.33 -1.56 4.46
F2 1.81 -2.09 5.59
F3 -0.01 -1.79 4.44
C11 1.99 -2.04 3.13
O3 1.38 -1.29 2.16
C12 3.52 -1.63 3.10
F4 4.24 -2.21 4.05
F5 4.08 -1.92 1.89
F6 3.63 -0.27 3.24
C13 1.83 -3.60 2.81
F7 2.46 -4.35 3.72
F8 0.51 -3.96 2.78
F9 2.33 -3.90 1.58

Output
- Total charge: +2
- E_LUMO (spin up / spin down): -0.271 / -0.348 Eh
- Spin multiplicity: 6
- Kohn-Sham gap (spin up / spin down): 9.15 / 7.45 eV

=====

(2)
Here is an isolated molecule of C2H4INO from OMol25. Energies are from the ωB97M-V functional and the def2-TZVPD basis.

Positions of all 9 atoms, in Å:
H1 0.85 -2.53 0.35
N1 0.12 -1.84 0.25
C1 0.42 -0.66 0.05
I1 2.43 0.12 -0.11
C2 -0.61 0.40 -0.15
O1 -0.15 1.61 0.38
H2 -1.54 0.07 0.32
H3 -0.78 0.48 -1.24
H4 -0.75 2.33 0.15

Output
- E_LUMO: 0.019 Eh
- Spin multiplicity: 1
- SMILES string: [H]/N=C(\I)CO
- Relative energy (zero: lowest compared OMol25 entry of this formula, charge and spin): 13.76 kJ/mol
- Kohn-Sham gap: 9.96 eV

=====

(3)
Here is a cluster of 7 separate species, C23H55Cl2N3O6 in total from OMol25. Energies are from the ωB97M-V functional and the def2-TZVPD basis.

Positions of all 89 atoms, in Å:
C1 -0.99 -0.26 2.79
N1 -1.62 -0.57 4.09
O1 -1.41 0.21 5.01
O2 -2.30 -1.57 4.16
H1 -0.21 -1.00 2.59
H2 -0.58 0.74 2.84
H3 -1.73 -0.38 2.00
C2 0.78 -1.57 -6.96
N2 1.82 -1.38 -5.90
O3 2.96 -1.59 -6.21
O4 1.44 -1.04 -4.79
H4 0.28 -2.51 -6.77
H5 1.29 -1.46 -7.90
H6 0.05 -0.77 -6.82
C3 -5.42 -3.31 1.04
N3 -4.05 -2.75 1.19
O5 -3.12 -3.51 1.10
O6 -3.95 -1.55 1.38
H7 -5.36 -4.12 0.32
H8 -6.07 -2.49 0.78
H9 -5.68 -3.74 2.01
C4 4.96 5.63 0.85
C5 3.49 5.22 0.99
C6 3.26 4.32 2.21
C7 1.80 3.96 2.43
C8 1.18 3.08 1.34
C9 1.86 1.75 1.10
H10 5.32 6.08 1.77
H11 5.11 6.28 -0.01
H12 5.56 4.73 0.67
H13 2.88 6.13 1.11
H14 3.11 4.72 0.10
H15 3.67 4.79 3.11
H16 3.87 3.42 2.09
H17 1.65 3.50 3.42
H18 1.25 4.91 2.45
H19 0.13 2.92 1.63
H20 1.15 3.66 0.41
H21 1.26 1.25 0.34
H22 2.91 1.84 0.80
H23 1.88 1.14 2.01
C10 -1.61 4.83 0.14
C11 -1.95 3.56 -0.62
C12 -3.21 2.85 -0.10
C13 -3.26 2.63 1.40
C14 -4.51 1.85 1.83
C15 -4.46 1.38 3.28
H24 -2.47 5.52 0.17
H25 -0.78 5.38 -0.31
H26 -1.36 4.64 1.18
H27 -2.16 3.83 -1.66
H28 -1.11 2.86 -0.57
H29 -3.35 1.89 -0.60
H30 -4.07 3.47 -0.38
H31 -2.36 2.14 1.79
H32 -3.29 3.60 1.92
H33 -5.37 2.52 1.72
H34 -4.63 0.97 1.18
H35 -4.29 2.21 3.95
H36 -5.43 0.95 3.54
H37 -3.72 0.59 3.44
C16 3.45 -4.18 -3.40
C17 3.25 -3.11 -2.31
C18 2.22 -3.49 -1.26
C19 2.64 -4.68 -0.42
C20 1.64 -5.01 0.68
C21 2.11 -6.14 1.59
H38 2.47 -4.56 -3.72
H39 4.00 -5.05 -3.05
H40 3.91 -3.74 -4.28
H41 4.23 -2.88 -1.87
H42 2.95 -2.21 -2.84
H43 1.29 -3.69 -1.81
H44 2.02 -2.64 -0.61
H45 2.76 -5.57 -1.05
H46 3.63 -4.47 0.01
H47 1.39 -4.13 1.27
H48 0.70 -5.35 0.23
H49 2.49 -6.98 1.00
H50 2.88 -5.82 2.30
H51 1.30 -6.57 2.18
Cl1 -2.12 -2.54 -4.08
C22 -1.00 -1.60 -3.01
C23 -1.64 -1.37 -1.68
Cl2 -0.35 -0.91 -0.51
H52 -0.78 -0.70 -3.56
H53 -0.09 -2.18 -2.97
H54 -2.07 -2.27 -1.27
H55 -2.34 -0.53 -1.68

Output
- E_LUMO: 0.003 Eh
- Spin multiplicity: 1
- SMILES string: C[N+](=O)[O-].C[N+](=O)[O-].C[N+](=O)[O-].CCCCCC.CCCCCC.CCCCCC.ClCCCl
- Kohn-Sham gap: 10.78 eV

=====

(4)
Here is a structure of composition C9H13AlNO from OMol25. Energies are from the ωB97M-V functional and the def2-TZVPD basis.

Positions of all 25 atoms, in Å:
C1 -1.78 0.74 1.13
C2 -1.12 1.95 0.79
C3 0.19 1.93 1.32
C4 0.42 0.64 1.96
C5 -0.89 -0.07 1.94
Al1 0.19 -0.71 0.49
C6 0.46 0.98 -1.97
C7 -0.69 0.21 -1.93
C8 -1.91 0.14 -2.59
N1 -0.84 -1.43 -0.71
H1 0.88 2.77 1.29
H2 -1.55 2.76 0.20
H3 1.26 0.43 2.64
H4 -1.14 -0.98 2.50
H5 -2.82 0.52 0.89
H6 0.47 2.10 -1.82
H7 -1.03 -2.47 -0.82
H8 1.38 0.60 -2.48
H9 -2.27 0.70 -3.48
H10 -2.65 -0.56 -2.17
C9 2.72 -2.11 0.56
O1 1.90 -0.96 0.48
H11 2.32 -2.81 1.32
H12 3.72 -1.77 0.89
H13 2.80 -2.57 -0.44

Output
- Total charge: -1
- E_LUMO: 0.125 Eh
- Spin multiplicity: 1
- Relative energy (zero: lowest compared OMol25 entry of this formula, charge and spin): 31.07 kJ/mol
- Kohn-Sham gap: 5.91 eV

=====

(5)
Here is an isolated molecule of O3 from OMol25. Energies are from the ωB97M-V functional and the def2-TZVPD basis.

Positions of all 3 atoms, in Å:
O1 1.06 -0.25 0.00
O2 0.00 0.43 0.00
O3 -1.06 -0.18 0.00

Output
- E_LUMO: -0.090 Eh
- Spin multiplicity: 1
- Relative energy (zero: lowest compared OMol25 entry of this formula, charge and spin): 1.01 kJ/mol
- Kohn-Sham gap: 9.87 eV

=====

(6)
Here is an isolated molecule of C5H6N2 from OMol25. Energies are from the ωB97M-V functional and the def2-TZVPD basis.

Positions of all 13 atoms, in Å:
C1 -1.65 1.30 -1.34
C2 -1.56 0.28 -0.51
C3 -0.23 -0.13 0.06
C4 0.13 -1.05 1.05
C5 1.51 -1.01 1.17
N1 1.93 -0.09 0.24
N2 0.89 0.44 -0.37
H1 -0.63 1.69 -1.70
H2 -2.49 1.76 -1.94
H3 -2.47 -0.24 -0.40
H4 -0.53 -1.58 1.78
H5 2.28 -1.66 1.66
H6 2.82 0.30 0.30

Output
- E_LUMO: 0.039 Eh
- Spin multiplicity: 1
- SMILES string: C=Cc1cc[nH]n1
- Relative energy (zero: lowest compared OMol25 entry of this formula, charge and spin): 170.57 kJ/mol
- Kohn-Sham gap: 9.86 eV

=====

(7)
Here is an isolated molecule of H3N from OMol25. Energies are from the ωB97M-V functional and the def2-TZVPD basis.

Positions of all 4 atoms, in Å:
N1 -0.03 -0.01 -0.09
H1 1.03 -0.41 0.19
H2 0.04 0.93 0.19
H3 -0.90 -0.42 0.25

Output
- E_LUMO: 0.045 Eh
- Spin multiplicity: 1
- SMILES string: N
- Relative energy (zero: lowest compared OMol25 entry of this formula, charge and spin): 57.67 kJ/mol
- Kohn-Sham gap: 11.00 eV

=====

(8)
Here is a cluster of 2 separate species, H4N3O3Si in total from OMol25. Energies are from the ωB97M-V functional and the def2-TZVPD basis.

Positions of all 11 atoms, in Å:
N1 0.54 -2.04 -1.23
N2 1.41 -1.25 -1.05
N3 -0.74 -2.20 -1.01
O1 -1.53 -1.72 -1.88
O2 -1.12 -3.10 -0.20
O3 1.03 1.42 -0.16
Si1 0.14 1.81 1.08
H1 0.97 0.45 -0.47
H2 0.51 3.15 1.34
H3 0.03 1.30 2.51
H4 -1.25 2.18 1.07

Output
- Total charge: -1
- E_LUMO: 0.137 Eh
- Spin multiplicity: 1
- Relative energy (zero: lowest compared OMol25 entry of this formula, charge and spin): 49.89 kJ/mol
- Kohn-Sham gap: 7.18 eV

=====

(9)
Here is the ion C6H13N with charge +1 from OMol25. Energies are from the ωB97M-V functional and the def2-TZVPD basis.

Positions of all 20 atoms, in Å:
C1 -1.09 -1.04 -1.04
C2 -1.00 0.49 -1.41
C3 -0.25 1.39 -0.36
C4 2.60 -0.45 1.42
C5 1.76 0.63 0.92
C6 0.40 0.58 0.69
N1 -2.15 -1.26 -0.02
H1 -1.25 -1.48 -2.01
H2 -0.16 -1.26 -0.51
H3 -0.31 0.41 -2.27
H4 -1.80 0.95 -1.98
H5 0.51 1.92 -0.94
H6 -1.03 2.08 -0.02
H7 3.49 -0.08 1.97
H8 2.21 -1.29 1.99
H9 3.17 -0.75 0.53
H10 2.31 1.46 0.48
H11 -0.28 -0.07 1.23
H12 -2.70 -2.09 -0.23
H13 -2.82 -0.50 -0.18

Output
- Total charge: +1
- E_LUMO (spin up / spin down): -0.162 / -0.297 Eh
- Spin multiplicity: 2
- Relative energy (zero: lowest compared OMol25 entry of this formula, charge and spin): 234.26 kJ/mol
- Kohn-Sham gap (spin up / spin down): 9.01 / 5.33 eV

=====

(10)
Here is a cluster of 5 separate species, C3H14NO4 in total from OMol25. Energies are from the ωB97M-V functional and the def2-TZVPD basis.

Positions of all 22 atoms, in Å:
C1 -1.11 0.23 -2.83
C2 -1.11 -0.98 -3.34
C3 0.66 0.12 -1.23
N1 -0.51 0.52 -1.51
H1 -1.12 1.18 -3.35
H2 -0.85 -1.84 -2.74
H3 -1.51 -1.22 -4.31
H4 1.02 0.29 -0.22
H5 1.25 -0.43 -1.93
H6 -1.20 0.85 -0.81
H7 -0.46 1.62 3.73
H8 -0.94 2.89 2.96
O1 -0.52 2.03 2.86
H9 4.42 1.45 -2.13
H10 3.31 2.16 -1.29
O2 3.47 1.54 -2.00
H11 0.67 -4.81 4.49
H12 -0.36 -3.88 4.88
O3 0.48 -4.22 5.23
H13 -1.29 1.05 1.69
H14 -2.61 0.85 0.96
O4 -1.68 0.61 0.90

Output
- Total charge: +1
- E_LUMO: -0.153 Eh
- Spin multiplicity: 1
- Relative energy (zero: lowest compared OMol25 entry of this formula, charge and spin): 214.28 kJ/mol
- Kohn-Sham gap: 9.28 eV

=====

(11)
Here is a structure of composition C33H57BrIIrN11O4P3S from OMol25. Energies are from the ωB97M-V functional and the def2-TZVPD basis.

Positions of all 112 atoms, in Å:
Ir1 0.09 -0.40 -0.41
S1 0.09 -0.77 1.85
C1 1.75 -1.19 1.95
N1 2.43 -1.51 3.03
N2 1.79 -1.50 4.17
C2 2.40 -1.79 5.36
C3 3.78 -2.10 5.42
C4 4.33 -2.39 6.64
C5 3.54 -2.36 7.80
C6 2.18 -2.04 7.74
C7 1.61 -1.76 6.52
N3 2.54 -1.29 0.82
N4 2.04 -0.99 -0.30
C8 3.00 -1.16 -1.36
C9 2.60 -1.63 -2.61
C10 3.57 -1.90 -3.57
C11 4.91 -1.69 -3.30
C12 5.30 -1.19 -2.05
C13 4.35 -0.94 -1.08
H1 0.80 -1.27 4.20
H2 4.36 -2.12 4.51
H3 5.38 -2.63 6.72
H4 3.99 -2.58 8.76
H5 1.59 -2.03 8.64
H6 0.55 -1.51 6.45
H7 1.56 -1.80 -2.83
H8 3.26 -2.30 -4.53
H9 5.65 -1.90 -4.05
H10 6.35 -1.01 -1.84
H11 4.65 -0.56 -0.11
C14 -0.33 2.47 -5.50
N5 -0.41 1.31 -4.60
C15 -1.28 0.23 -5.06
P1 0.63 1.15 -3.38
O1 0.18 0.03 -2.47
O2 0.63 2.52 -2.53
P2 0.30 2.89 -0.99
O3 0.45 1.63 -0.15
N6 1.37 3.96 -0.43
C16 1.47 5.31 -1.01
C17 2.47 3.62 0.48
N7 -1.10 3.67 -1.19
C18 -2.06 3.29 -2.23
C19 -1.66 4.56 -0.16
N8 2.16 1.05 -3.91
C20 2.49 1.00 -5.34
C21 3.25 1.55 -3.07
H12 0.05 2.18 -6.48
H13 0.33 3.24 -5.08
H14 -1.32 2.89 -5.63
H15 -0.90 -0.20 -5.99
H16 -2.27 0.63 -5.25
H17 -1.34 -0.55 -4.31
H18 0.64 5.51 -1.67
H19 2.40 5.40 -1.57
H20 1.48 6.05 -0.21
H21 2.34 2.61 0.87
H22 2.47 4.32 1.31
H23 3.42 3.69 -0.04
H24 -1.58 3.27 -3.21
H25 -2.85 4.03 -2.26
H26 -2.50 2.31 -2.04
H27 -0.88 4.86 0.54
H28 -2.47 4.06 0.37
H29 -2.05 5.45 -0.65
H30 1.74 0.44 -5.89
H31 3.44 0.48 -5.45
H32 2.59 2.00 -5.77
H33 2.99 1.48 -2.01
H34 3.48 2.59 -3.30
H35 4.14 0.94 -3.24
C22 -3.31 -2.46 1.25
N9 -3.30 -1.09 1.75
C23 -3.34 -0.98 3.20
P3 -3.16 0.15 0.68
O4 -1.95 0.06 -0.23
N10 -3.13 1.55 1.56
C24 -4.36 2.19 2.00
C25 -1.96 1.87 2.38
N11 -4.49 0.06 -0.25
C26 -5.77 -0.47 0.20
C27 -4.52 0.55 -1.63
H36 -4.16 -3.00 1.66
H37 -2.39 -2.99 1.54
H38 -3.40 -2.47 0.17
H39 -4.11 -1.65 3.58
H40 -3.59 0.03 3.51
H41 -2.39 -1.26 3.66
H42 -5.20 1.88 1.39
H43 -4.26 3.27 1.92
H44 -4.59 1.96 3.05
H45 -1.04 1.55 1.89
H46 -2.01 1.40 3.37
H47 -1.92 2.94 2.54
H48 -5.73 -0.76 1.24
H49 -6.05 -1.33 -0.40
H50 -6.55 0.29 0.09
H51 -3.54 0.92 -1.92
H52 -5.26 1.34 -1.75
H53 -4.78 -0.27 -2.31
Br1 -2.96 -5.27 -0.53
C28 -1.33 -5.24 0.41
C29 -1.08 -6.24 1.34
C30 0.13 -6.28 2.01
C31 1.11 -5.34 1.75
C32 0.88 -4.34 0.82
C33 -0.35 -4.29 0.18
I1 -0.70 -2.77 -1.23
H54 -1.84 -7.00 1.52
H55 0.31 -7.07 2.73
H56 2.07 -5.40 2.24
H57 1.66 -3.64 0.57

Output
- Total charge: +3
- E_LUMO (spin up / spin down): -0.313 / -0.371 Eh
- Spin multiplicity: 2
- Kohn-Sham gap (spin up / spin down): 6.77 / 5.65 eV

=====

(12)
Here is a cluster of 2 separate species, C9H13NO in total from OMol25. Energies are from the ωB97M-V functional and the def2-TZVPD basis.

Positions of all 24 atoms, in Å:
C1 -2.60 -0.95 -0.49
C2 -1.22 -1.03 0.05
C3 -0.28 -1.80 -0.67
C4 0.86 -2.11 0.08
C5 1.13 -1.71 1.44
C6 0.14 -1.01 2.04
C7 -1.03 -0.65 1.37
H1 -2.55 -0.36 -1.39
H2 -3.25 -0.39 0.21
H3 -3.17 -1.83 -0.76
H4 -0.31 -2.18 -1.69
H5 1.72 -2.73 -0.27
H6 2.02 -2.04 2.08
H7 0.32 -0.64 3.09
H8 -1.72 0.08 1.83
C8 2.07 2.08 -0.19
C9 1.10 2.47 -1.33
N1 -0.14 1.93 -1.21
O1 1.51 3.29 -2.17
H9 1.56 2.40 0.77
H10 2.95 2.68 -0.23
H11 2.37 0.98 -0.23
H12 -0.89 2.31 -1.77
H13 -0.58 1.20 -0.54

Output
- E_LUMO: 0.027 Eh
- Spin multiplicity: 1
- SMILES string: Cc1ccccc1.CC(N)=O
- Relative energy (zero: lowest compared OMol25 entry of this formula, charge and spin): 120.87 kJ/mol
- Kohn-Sham gap: 10.07 eV

=====

(13)
Here is a structure of composition C26H36BN6RuSe4Te from OMol25. Energies are from the ωB97M-V functional and the def2-TZVPD basis.

Positions of all 75 atoms, in Å:
Ru1 0.41 1.44 -0.65
C1 -0.98 -0.59 -3.86
C2 -0.58 -1.58 -2.76
C3 -0.83 -3.01 -3.23
C4 -1.34 -1.27 -1.51
C5 -2.44 -1.93 -0.95
C6 -2.83 -1.14 0.11
N1 -2.01 -0.08 0.18
N2 -1.08 -0.17 -0.80
B1 -2.15 1.17 1.07
N3 -0.93 1.27 2.01
C7 -0.92 1.50 3.32
C8 0.38 1.40 3.78
C9 1.14 1.09 2.65
N4 0.33 1.03 1.57
C10 2.61 0.74 2.64
C11 3.08 0.45 4.06
C12 3.53 1.77 1.99
N5 -2.27 2.42 0.15
C13 -3.13 3.43 0.25
C14 -3.02 4.21 -0.88
C15 -2.04 3.59 -1.66
N6 -1.58 2.51 -1.02
C16 -1.60 3.93 -3.06
C17 -2.53 4.97 -3.68
C18 -0.15 4.41 -3.15
H1 -0.42 -0.79 -4.78
H2 -0.77 0.44 -3.56
H3 -2.04 -0.69 -4.08
H4 0.48 -1.47 -2.54
H5 -1.88 -3.16 -3.50
H6 -0.58 -3.74 -2.46
H7 -0.23 -3.23 -4.11
H8 -2.89 -2.85 -1.28
H9 -3.65 -1.23 0.80
H10 -3.14 1.08 1.74
H11 -1.85 1.69 3.84
H12 0.72 1.49 4.79
H13 2.72 -0.19 2.07
H14 3.09 1.35 4.67
H15 4.10 0.06 4.04
H16 2.46 -0.29 4.56
H17 3.39 2.76 2.44
H18 3.39 1.86 0.92
H19 4.57 1.48 2.16
H20 -3.79 3.51 1.10
H21 -3.60 5.08 -1.13
H22 -1.69 3.00 -3.64
H23 -2.45 5.93 -3.16
H24 -3.58 4.66 -3.64
H25 -2.27 5.14 -4.72
H26 0.02 5.27 -2.50
H27 0.07 4.71 -4.18
H28 0.56 3.63 -2.88
Se1 2.00 0.86 -2.36
Se2 3.35 2.62 -3.19
Se3 4.50 3.57 -1.55
Se4 1.35 3.45 -0.14
C19 1.77 -4.03 -0.24
Te1 1.93 -1.97 0.25
C20 0.57 -2.48 1.80
C21 0.82 -3.94 2.07
C22 0.49 -4.54 3.28
C23 0.75 -5.88 3.50
C24 1.35 -6.64 2.50
C25 1.68 -6.06 1.29
C26 1.43 -4.71 1.07
H29 2.70 -4.40 -0.67
H30 0.97 -4.16 -0.97
H31 -0.44 -2.31 1.43
H32 0.73 -1.85 2.67
H33 0.03 -3.94 4.06
H34 0.49 -6.33 4.45
H35 1.56 -7.69 2.67
H36 2.16 -6.65 0.52

Output
- E_LUMO (spin up / spin down): -0.003 / -0.066 Eh
- Spin multiplicity: 6
- Kohn-Sham gap (spin up / spin down): 7.40 / 5.82 eV